No. 1
13
Properties=species:S:1:pos:R:3:forces:R:3 method="wB97M-V/def2-TZVPD" e_tot_ev=-21987.6970 homo_energy_ha=-0.3448 de_lowest_kj_mol=99.4 charge=0 orbital_gap_ha=0.3695
C 0.041 -0.662 -0.078 0.201 0.006 -0.436
C 0.060 0.731 0.483 0.377 -0.603 -0.196
C 0.171 1.883 -0.166 -0.588 -0.582 1.152
C -1.313 -1.267 -0.263 -0.605 0.089 -0.642
H 2.493 0.209 0.531 -0.246 0.596 0.214
H -0.026 0.706 1.552 0.104 0.262 0.539
H 0.164 2.796 0.406 0.061 0.217 0.012
H 0.107 1.953 -1.214 0.303 0.022 -1.168
H -1.331 -2.297 -0.703 0.133 0.989 0.182
N 1.006 -1.443 -0.354 0.643 0.876 0.383
F -1.945 -1.286 0.926 -0.267 -0.385 0.916
F -2.056 -0.382 -1.009 0.048 -0.461 -0.482
S 2.628 -0.939 -0.112 -0.164 -1.025 -0.473

No. 2
12
Properties=species:S:1:pos:R:3:forces:R:3 method="wB97M-V/def2-TZVPD" e_tot_ev=-12374.1991 spin_multiplicity=3 homo_energy_ha="-0.1883 / -0.4112" de_lowest_kj_mol=136.0 s_squared=2.008 charge=0 orbital_gap_ha="0.2212 / 0.3234"
C -1.652 0.156 -0.469 -5.629 5.480 -11.557
C -1.045 -0.332 0.548 10.761 -4.444 11.848
C 1.300 0.198 -0.616 1.544 -2.583 0.634
C 0.720 -0.159 0.684 -4.594 -1.952 2.818
F -2.974 0.033 -0.620 0.040 0.083 0.185
F -1.595 -1.048 1.556 -0.018 0.177 -1.262
F 0.953 0.848 1.626 0.122 0.474 -0.244
H -1.077 0.583 -1.338 -1.157 -0.800 0.851
H 0.814 -0.395 -1.365 -0.233 0.077 -0.806
H 1.182 1.213 -0.657 -0.482 2.650 -0.933
H 2.374 -0.020 -0.659 -0.207 0.039 0.097
H 1.003 -1.075 1.308 -0.147 0.799 -1.631

No. 3
13
Properties=species:S:1:pos:R:3:forces:R:3 method="wB97M-V/def2-TZVPD" e_tot_ev=-23215.3198 homo_energy_ha=-0.3359 de_lowest_kj_mol=55.1 smiles="C[C@H](C=S)C(F)(F)F" charge=0 orbital_gap_ha=0.3126
C -1.529 -0.991 -0.751 -0.374 4.559 3.231
C 0.630 0.149 0.380 1.865 -0.949 1.245
C -0.690 0.447 -0.289 -3.048 -0.775 -0.668
C -0.456 1.386 -1.495 -1.699 -0.599 0.440
F 0.194 2.507 -1.224 0.007 0.838 0.877
F -1.691 1.764 -1.990 1.119 -0.443 -0.057
F 0.277 0.823 -2.428 0.128 -0.982 -1.395
S -2.905 -1.433 -0.041 1.039 0.014 -0.671
H -0.962 -1.382 -1.499 1.097 -1.937 -2.163
H 1.205 -0.839 0.076 -1.649 1.759 0.263
H 1.289 0.966 -0.039 -0.133 -0.842 1.477
H 0.557 0.080 1.561 0.247 0.552 -2.572
H -1.477 1.074 0.264 1.401 -1.194 -0.006